1.
The following is a DFT calculation (wB97M-V/def2-TZVPD) of an isolated molecule of C21H24N4O6.

Each line ends with the Löwdin charge.
Atoms and positions in Å:
C (-0.199951, 4.298063, -4.224874)  -0.085
O (-0.200683, 2.897253, -4.109407)  -0.067
C (0.881956, 2.297653, -3.538038)  -0.202
C (2.000052, 2.955489, -3.055677)  -0.005
C (3.034864, 2.250538, -2.458068)  -0.041
C (2.972515, 0.875988, -2.340700)  -0.240
C (3.999739, 0.110525, -1.553978)  -0.107
C (3.710080, 0.281333, -0.050805)  -0.093
N (2.289144, 0.163319, 0.206185)  0.047
C (1.490015, 1.268688, 0.409607)  -0.383
O (1.896195, 2.390450, 0.552807)  0.128
C (0.049584, 0.799036, 0.457149)  -0.104
C (-0.547987, 0.947102, 1.867311)  -0.159
C (0.054563, -0.261554, 2.588771)  -0.047
C (-0.449087, -1.283637, 1.568204)  -0.171
C (-1.958714, -0.985060, 1.550304)  -0.117
C (-2.680018, -1.435868, 2.793764)  -0.160
C (-2.899642, -2.853894, 3.135748)  -0.441
O (-2.419307, -3.776739, 2.498265)  0.069
N (-3.691206, -3.036698, 4.213435)  -0.014
N (-3.870592, -4.309580, 4.781311)  0.043
N (-3.063604, -0.467653, 3.529477)  0.131
O (-2.738566, 0.728117, 2.990864)  -0.042
C (-2.025971, 0.543575, 1.754122)  -0.188
C (0.120540, -0.719672, 0.254461)  -0.107
C (1.597932, -1.023161, 0.084686)  -0.394
O (2.106913, -2.094501, -0.109589)  0.129
C (1.864470, 0.203626, -2.852684)  0.023
C (0.821901, 0.889698, -3.447012)  -0.192
O (-0.307477, 0.309296, -3.948859)  -0.065
C (-0.353398, -1.092859, -4.032758)  -0.078
H (-1.149577, 4.553771, -4.692393)  0.094
H (0.620771, 4.650496, -4.858502)  0.097
H (-0.135841, 4.783614, -3.245272)  0.097
H (2.074700, 4.028301, -3.125382)  0.107
H (3.885260, 2.789576, -2.070384)  0.120
H (5.006799, 0.475048, -1.757643)  0.120
H (3.950205, -0.948969, -1.806729)  0.113
H (4.238143, -0.478633, 0.529290)  0.132
H (3.998304, 1.279547, 0.285026)  0.127
H (-0.526659, 1.340593, -0.294813)  0.167
H (-0.392048, 1.923505, 2.318983)  0.161
H (1.139745, -0.219769, 2.656279)  0.133
H (-0.355688, -0.407887, 3.586563)  0.130
H (-0.215452, -2.330999, 1.743299)  0.157
H (-2.446260, -1.369593, 0.653807)  0.164
H (-3.970186, -2.248393, 4.780367)  0.134
H (-4.806862, -4.655478, 4.565635)  0.087
H (-3.198810, -4.926797, 4.320885)  0.081
H (-2.562485, 1.106526, 0.986841)  0.162
H (-0.425070, -1.094110, -0.612691)  0.154
H (1.828880, -0.871593, -2.767903)  0.114
H (-1.295701, -1.326581, -4.525862)  0.096
H (-0.338681, -1.565474, -3.044057)  0.083
H (0.475520, -1.488306, -4.628424)  0.102

Cartesian forces (eV/Å) of the 3 atoms listed first:
C 0.0 0.2 0.0
O 0.1 -0.4 0.1
C -0.2 -0.1 -0.1

Output
SMILES string: COc1ccc(CCN2C(=O)[C@@H]3[C@@H]4C[C@@H]([C@H]5C(C(=O)NN)=NO[C@@H]45)[C@@H]3C2=O)cc1OC
Orbital gap (eV): 8.5364
Energy relative to the best compared isomer or geometry (same formula, charge and spin) (kJ/mol): 0.0
Spin multiplicity: 1

2.
The following is a DFT calculation (wB97M-V/def2-TZVPD) of a 5-piece molecular cluster, C17H32N7O7PS overall.

Each line ends with the Löwdin charge.
Atoms and positions in Å:
N (0.669540, -4.718472, -0.205203)  0.103
C (0.367011, -3.451677, -0.049172)  -0.039
C (-0.096215, -1.898011, 0.204472)  -0.309
N (1.064330, -0.907964, 0.147377)  0.016
C (1.311372, -0.566366, 1.480402)  -0.509
S (1.336067, -0.180943, 3.171273)  0.634
C (-1.342309, -1.391308, -0.735977)  -0.498
O (-1.519860, -2.221319, -1.973468)  -0.079
C (-1.075697, 0.190016, -1.209149)  -0.032
N (-0.777631, 1.468683, -1.305792)  0.142
P (-2.916187, -1.350971, 0.357544)  0.960
O (-3.580347, -2.943603, 0.606609)  -0.323
O (-2.662071, -0.499634, 1.860810)  -0.331
H (-0.494326, -1.852797, 1.328732)  0.116
H (-1.890954, -3.119243, -1.727450)  0.113
H (-3.109564, -3.447624, 1.336302)  0.069
H (-2.987547, -1.062770, 2.631376)  0.020
C (-1.318780, 5.157426, -2.603817)  -0.072
N (-0.661841, 4.093704, -3.325806)  0.002
C (0.039010, 4.170011, -4.492399)  -0.555
C (0.174944, 5.512900, -5.153314)  -0.019
O (0.537331, 3.153760, -4.971618)  0.010
H (-0.883063, 5.206957, -1.602890)  0.057
H (-2.378924, 4.906475, -2.521194)  0.084
H (-1.210233, 6.124413, -3.097031)  0.078
H (-0.707204, 3.155484, -2.944738)  0.081
H (0.759733, 5.408905, -6.071987)  0.083
H (-0.811810, 5.903885, -5.415100)  0.083
H (0.696678, 6.206898, -4.489154)  0.082
C (-6.896881, -1.712449, 5.473664)  -0.071
N (-5.670693, -1.626026, 4.716475)  0.013
C (-4.631890, -2.507978, 4.684821)  -0.515
C (-4.725741, -3.747273, 5.529793)  -0.003
O (-3.655144, -2.274045, 3.976313)  -0.003
H (-7.731971, -1.697331, 4.768998)  0.089
H (-6.958073, -0.834298, 6.120822)  0.088
H (-6.948455, -2.617304, 6.080858)  0.079
H (-5.530497, -0.818226, 4.120378)  0.150
H (-3.821559, -4.348360, 5.395988)  0.089
H (-4.806461, -3.476219, 6.585775)  0.091
H (-5.586794, -4.346569, 5.222581)  0.091
C (3.693341, -4.289470, -1.826153)  -0.086
N (4.904936, -4.796007, -1.226319)  -0.001
C (5.902975, -5.515307, -1.813242)  -0.553
C (5.773576, -5.851026, -3.272415)  -0.017
O (6.872971, -5.868676, -1.146175)  0.014
H (3.685446, -3.203106, -1.708215)  0.083
H (2.844297, -4.714813, -1.285863)  0.039
H (3.615607, -4.541927, -2.884609)  0.079
H (5.067255, -4.611462, -0.242895)  0.142
H (6.647165, -6.426565, -3.592341)  0.085
H (4.880246, -6.458472, -3.439913)  0.084
H (5.728538, -4.934103, -3.865855)  0.084
C (3.960549, 5.449327, 0.903752)  -0.083
N (2.584700, 5.886381, 0.884641)  -0.003
C (1.510967, 5.275936, 0.308092)  -0.540
C (1.734833, 3.976840, -0.413624)  -0.008
O (0.399155, 5.793580, 0.389681)  0.013
H (4.265139, 5.334698, 1.946940)  0.082
H (4.569471, 6.226539, 0.435924)  0.083
H (4.105073, 4.505630, 0.375874)  0.077
H (2.350604, 6.755615, 1.350643)  0.142
H (0.784278, 3.616521, -0.817815)  0.045
H (2.429275, 4.124257, -1.244950)  0.092
H (2.122309, 3.224876, 0.278734)  0.083

Cartesian forces (eV/Å) of the 3 atoms listed first:
N -2.9 12.0 1.5
C 1.8 -8.5 -1.3
C 0.1 -0.6 1.3

Output
SMILES string: N#C[C@@H](N=C=S)[C@](O)(C#N)P(O)O.CNC(C)=O.CNC(C)=O.CNC(C)=O.CNC(C)=O
Orbital gap (eV): 7.1530
Spin multiplicity: 1

3.
The following is a DFT calculation (wB97M-V/def2-TZVPD) of C40H40N3O3S3SiZn as an isolated structure.

Each line ends with the Löwdin charge.
Atoms and positions in Å:
Zn (-1.636032, 0.635785, 0.478368)  0.540
C (0.043368, -0.944815, 4.622168)  -0.165
Si (-1.452732, -0.620215, 3.457768)  0.449
C (-3.015332, -0.108115, 4.462968)  -0.165
C (-1.898332, -2.253915, 2.579168)  -0.202
N (-1.016032, 0.577385, 2.292968)  -0.137
C (-0.620432, 1.833385, 2.626668)  -0.314
C (-0.673332, 2.344785, 3.930468)  -0.052
C (-0.331732, 3.642985, 4.237868)  -0.112
C (0.108468, 4.498485, 3.246768)  -0.116
C (0.212168, 4.023985, 1.948068)  -0.021
C (-0.135932, 2.724285, 1.637968)  -0.208
O (-0.061932, 2.222885, 0.348068)  -0.152
C (0.348868, 3.057885, -0.659132)  -0.286
C (-0.560032, 3.440885, -1.635732)  0.034
C (-0.145332, 4.250585, -2.677332)  -0.070
C (1.173168, 4.665385, -2.757032)  -0.105
C (2.081068, 4.266185, -1.790132)  -0.092
C (1.676368, 3.465885, -0.740032)  -0.064
H (-0.125432, -1.805015, 5.262868)  0.014
H (0.259868, -0.093915, 5.259768)  0.007
H (0.932568, -1.138915, 4.030268)  0.020
H (-3.393532, -0.933615, 5.059268)  0.013
H (-3.800432, 0.202785, 3.777768)  0.025
H (-2.829232, 0.724985, 5.133768)  0.005
H (-2.638432, -2.831115, 3.124168)  0.021
H (-1.025532, -2.883215, 2.450468)  -0.032
H (-2.299232, -2.067215, 1.589068)  -0.023
H (-1.027532, 1.700985, 4.713468)  0.063
H (-0.425432, 3.987485, 5.259668)  0.094
H (0.362568, 5.523685, 3.472468)  0.088
H (0.555868, 4.693185, 1.172768)  0.110
H (-1.584032, 3.116685, -1.541432)  0.114
H (-0.860132, 4.562185, -3.423032)  0.104
H (1.494968, 5.293185, -3.575332)  0.093
H (3.113068, 4.579185, -1.854932)  0.099
H (2.367968, 3.154985, 0.029168)  0.097
S (1.978168, 0.314485, 0.287568)  0.877
C (2.279068, -0.798615, -0.890232)  -0.668
N (3.249268, -0.612915, -1.827432)  -0.117
C (3.595968, -1.717915, -2.685532)  -0.136
C (2.300168, -2.342715, -3.197932)  -0.131
N (1.527368, -2.783915, -2.065232)  -0.119
C (0.788368, -4.028915, -2.122732)  -0.157
C (-0.663632, -3.867315, -2.516232)  -0.219
C (-1.006032, -3.353415, -3.760332)  -0.047
C (-2.332932, -3.227115, -4.127732)  -0.091
C (-3.334632, -3.628215, -3.261832)  -0.105
C (-3.000832, -4.142715, -2.022032)  -0.108
C (-1.674132, -4.253915, -1.647532)  -0.067
C (1.465068, -2.008915, -0.955132)  -0.699
S (0.547868, -2.452815, 0.344668)  0.788
C (4.112068, 0.551785, -1.799232)  -0.136
C (5.266568, 0.375585, -0.843232)  -0.203
C (6.349768, -0.426115, -1.182432)  -0.052
C (7.383968, -0.630315, -0.286332)  -0.094
C (7.351768, -0.028715, 0.960268)  -0.098
C (6.284568, 0.785885, 1.300068)  -0.074
C (5.250768, 0.989585, 0.402168)  -0.055
H (4.178268, -2.480615, -2.142532)  0.137
H (4.192568, -1.349015, -3.524232)  0.124
H (2.520568, -3.205415, -3.833632)  0.126
H (1.748668, -1.593215, -3.785532)  0.136
H (0.844168, -4.480015, -1.125232)  0.084
H (1.297468, -4.681315, -2.841632)  0.126
H (-0.231232, -3.047515, -4.450232)  0.101
H (-2.585732, -2.810715, -5.092832)  0.100
H (-4.371932, -3.528215, -3.548632)  0.103
H (-3.776832, -4.450815, -1.336832)  0.100
H (-1.421232, -4.631915, -0.668732)  0.102
H (3.500368, 1.407285, -1.503232)  0.085
H (4.481368, 0.714685, -2.816932)  0.129
H (6.390568, -0.896215, -2.156032)  0.103
H (8.217268, -1.262715, -0.562932)  0.098
H (8.157768, -0.194115, 1.662568)  0.098
H (6.253468, 1.260985, 2.269968)  0.104
H (4.414368, 1.612385, 0.673768)  0.075
O (-4.474032, 3.130585, -0.693632)  0.035
C (-3.976632, 2.160385, -0.137132)  -0.636
O (-2.801632, 2.139485, 0.359968)  -0.119
C (-4.811932, 0.905485, 0.019868)  -0.161
C (-6.086332, 1.075485, 0.547368)  -0.042
C (-6.965232, 0.016085, 0.682168)  -0.108
C (-6.562032, -1.243415, 0.267668)  -0.113
C (-5.291932, -1.432815, -0.244132)  -0.135
C (-4.391932, -0.373015, -0.362032)  -0.605
S (-2.799632, -0.735115, -1.039232)  0.625
H (-6.380432, 2.072785, 0.846268)  0.114
H (-7.956332, 0.180785, 1.089168)  0.090
H (-7.238332, -2.085815, 0.344568)  0.090
H (-4.966332, -2.417215, -0.551732)  0.074

Cartesian forces (eV/Å) of the 3 atoms listed first:
Zn -0.5 -1.2 -0.6
C -0.7 0.1 -0.3
Si -0.1 -0.3 0.2

Output
Net charge: -1
Orbital gap (eV): 5.8255
Energy relative to the best compared isomer or geometry (same formula, charge and spin) (kJ/mol): 86.1
Spin multiplicity: 1